# 1
C23H51Br16P as an isolated structure at a distorted geometry. Source: the Open Molecules 2025 dataset; level of theory: the ωB97M-V functional and the def2-TZVPD basis.

Last column: Löwdin charge in e.
Geometry (Å):
C  5.259  2.008  -0.592  -0.122
C  4.376  3.287  -0.317  -0.248
C  3.206  3.257  -1.364  -0.244
C  1.914  4.007  -0.888  -0.210
C  0.581  3.328  -1.357  -0.242
C  -0.053  2.350  -0.311  -0.323
C  0.892  1.224  0.200  -0.398
P  1.079  -0.250  -1.007  0.656
H  5.546  1.996  -1.665  0.073
H  4.647  1.110  -0.363  0.058
H  6.187  2.037  0.018  0.065
H  4.970  4.212  -0.474  0.101
H  4.006  3.258  0.729  0.097
H  3.603  3.668  -2.320  0.056
H  2.931  2.198  -1.573  0.062
H  1.901  4.199  0.207  0.100
H  1.942  5.023  -1.369  0.042
H  0.745  2.842  -2.346  0.071
H  -0.165  4.141  -1.534  0.078
H  -0.922  1.825  -0.821  0.034
H  -0.514  2.963  0.493  0.022
H  1.877  1.611  0.566  0.070
H  0.399  0.790  1.113  0.062
H  2.370  0.176  -1.459  -0.040
H  -0.167  0.034  -1.658  -0.010
H  1.084  -1.199  0.069  -0.101
H  1.212  -1.407  -1.904  -0.105
Br  -0.872  -4.465  -1.968  0.606
C  -0.387  -4.700  -0.093  -0.751
C  -1.423  -4.074  0.822  -0.807
Br  -1.278  -2.096  0.877  0.552
H  0.606  -4.294  0.026  -0.001
H  -0.352  -5.778  0.060  0.012
H  -1.286  -4.404  1.845  -0.040
H  -2.442  -4.288  0.511  0.031
Br  3.341  6.731  -3.078  0.669
C  3.575  6.628  -5.011  -0.684
C  2.522  5.754  -5.634  -0.698
Br  2.912  3.876  -5.331  0.633
H  4.587  6.276  -5.191  0.051
H  3.482  7.654  -5.365  0.057
H  2.511  5.874  -6.717  0.058
H  1.525  5.941  -5.241  0.043
Br  0.525  -3.312  2.228  0.751
C  2.407  -2.826  2.466  -0.602
C  3.159  -3.858  3.270  -0.692
Br  2.746  -3.716  5.168  0.603
H  2.421  -1.838  2.920  0.055
H  2.810  -2.763  1.455  0.061
H  4.234  -3.692  3.200  0.055
H  2.933  -4.878  2.972  0.050
Br  -3.167  3.221  -1.753  0.654
C  -4.673  2.949  -0.548  -0.669
C  -4.429  3.597  0.790  -0.671
Br  -3.197  2.546  1.870  0.603
H  -4.837  1.877  -0.481  0.053
H  -5.523  3.412  -1.048  0.057
H  -5.351  3.639  1.370  0.058
H  -4.009  4.597  0.711  0.055
Br  -4.557  3.849  -6.006  0.602
C  -3.029  5.051  -5.906  -0.694
C  -1.735  4.316  -6.138  -0.679
Br  -1.211  3.295  -4.567  0.616
H  -3.074  5.542  -4.937  0.051
H  -3.196  5.788  -6.691  0.056
H  -0.920  5.020  -6.305  0.047
H  -1.781  3.618  -6.970  0.053
Br  0.484  -9.158  0.770  0.607
C  -1.346  -9.614  0.286  -0.685
C  -2.080  -8.421  -0.267  -0.661
Br  -2.609  -7.198  1.153  0.689
H  -1.815  -10.031  1.174  0.043
H  -1.255  -10.391  -0.472  0.059
H  -3.011  -8.729  -0.739  0.061
H  -1.490  -7.846  -0.978  0.045
Br  -0.392  4.575  2.935  0.615
C  -0.589  5.012  4.824  -0.688
C  -1.661  4.180  5.476  -0.689
Br  -3.440  4.821  5.008  0.588
H  -0.782  6.080  4.884  0.049
H  0.384  4.797  5.265  0.056
H  -1.605  4.267  6.560  0.056
H  -1.618  3.130  5.197  0.051
Br  -0.940  -7.710  4.681  0.590
C  -1.771  -9.261  5.511  -0.692
C  -3.076  -9.607  4.841  -0.701
Br  -4.495  -8.386  5.374  0.605
H  -1.878  -9.036  6.569  0.050
H  -1.052  -10.069  5.387  0.057
H  -3.416  -10.593  5.154  0.057
H  -3.020  -9.572  3.756  0.029

Orbital gap (eV): 7.98
F_max (eV Å⁻¹): 6.9

# 2
C18H19N5OPdS as an isolated structure. Source: the Open Molecules 2025 dataset; level of theory: the ωB97M-V functional and the def2-TZVPD basis.

Last column: natural (NBO) charge in e.
Geometry (Å):
Pd  0.250  0.609  0.400  1.103
O  0.314  0.684  2.552  -0.755
C  1.628  0.488  3.124  -0.109
C  2.537  0.009  2.034  0.196
C  3.847  -0.333  2.331  -0.196
C  4.694  -0.753  1.322  -0.063
C  4.210  -0.826  0.019  -0.209
C  2.901  -0.481  -0.216  0.037
N  2.080  -0.060  0.764  -0.443
H  -0.292  1.094  3.185  0.542
H  1.560  -0.272  3.905  0.248
H  1.996  1.417  3.562  0.249
H  4.193  -0.267  3.355  0.276
H  5.718  -1.024  1.546  0.280
H  4.838  -1.150  -0.799  0.272
H  2.472  -0.536  -1.207  0.201
N  -0.920  -1.296  -4.148  -0.441
C  -0.637  -0.669  -5.322  0.358
C  -0.952  -1.240  -6.549  -0.264
C  -0.640  -0.538  -7.694  0.028
C  -0.004  0.748  -7.661  -0.083
C  0.324  1.335  -6.476  -0.162
C  0.014  0.635  -5.280  -0.289
S  0.389  1.283  -3.806  1.203
N  -0.084  0.291  -2.661  -0.662
C  -0.684  -0.876  -2.882  0.483
C  -1.127  -1.728  -1.753  0.064
C  -1.799  -2.921  -1.999  -0.153
C  -2.225  -3.709  -0.934  -0.107
C  -1.964  -3.275  0.346  -0.140
C  -1.289  -2.064  0.516  0.074
N  -0.879  -1.300  -0.490  -0.473
H  -1.373  -2.203  -4.247  0.465
H  -1.435  -2.209  -6.610  0.284
H  -0.885  -0.969  -8.659  0.296
H  0.213  1.250  -8.597  0.302
H  0.805  2.306  -6.437  0.293
H  -2.031  -3.283  -2.993  0.225
H  -2.750  -4.638  -1.116  0.288
H  -2.267  -3.849  1.212  0.288
H  -1.067  -1.709  1.515  0.231
N  -1.610  1.548  0.265  -1.004
H  -1.997  1.659  -0.669  0.411
H  -1.507  2.493  0.642  0.429
H  -2.348  1.109  0.815  0.426

Orbital gap (eV): 4.91
Net charge: +4
F_max (eV Å⁻¹): 0.8

# 3
C34H40F4IN3OPSTeTi as an isolated structure at a distorted geometry. Source: the Open Molecules 2025 dataset; level of theory: the ωB97M-V functional and the def2-TZVPD basis.

Last column: Löwdin charge in e.
Geometry (Å):
Ti  -0.271  0.645  -1.379  0.564
C  -1.677  -2.818  1.860  -0.128
N  -1.526  -1.390  2.031  -0.289
C  -1.356  -1.042  3.421  -0.116
C  -2.617  -0.667  1.413  -0.259
C  -2.323  0.815  1.181  -0.251
N  -0.991  1.093  0.631  -0.078
C  -0.398  2.204  1.179  -0.211
C  1.009  2.283  1.245  -0.191
F  1.717  1.231  0.798  0.002
C  1.707  3.338  1.777  -0.219
F  3.052  3.270  1.804  0.079
C  1.068  4.447  2.302  0.048
C  -0.305  4.420  2.243  -0.229
F  -1.011  5.478  2.695  0.070
C  -1.011  3.356  1.713  -0.154
F  -2.356  3.522  1.641  0.046
H  -2.573  -3.218  2.373  0.084
H  -0.797  -3.328  2.259  0.051
H  -1.755  -3.053  0.798  0.083
H  -2.285  -1.183  4.007  0.085
H  -1.046  0.001  3.519  0.081
H  -0.575  -1.665  3.862  0.057
H  -3.531  -0.708  2.042  0.121
H  -2.857  -1.159  0.477  -0.014
H  -2.412  1.307  2.152  0.104
H  -3.125  1.212  0.548  0.083
H  1.610  5.281  2.721  0.125
I  -2.597  -0.720  -2.193  0.447
C  -0.234  -2.577  -2.878  -0.086
C  -0.466  -3.665  -3.641  -0.128
C  0.640  -4.506  -3.932  -0.108
C  1.880  -4.182  -3.458  -0.065
C  2.099  -3.000  -2.699  -0.181
C  3.410  -2.618  -2.306  -0.065
C  3.603  -1.418  -1.694  -0.112
C  2.501  -0.574  -1.401  -0.236
C  1.195  -0.916  -1.664  -0.237
C  1.005  -2.149  -2.381  -0.220
H  -1.456  -3.892  -4.022  0.088
H  0.500  -5.397  -4.533  0.091
H  2.733  -4.815  -3.676  0.100
H  4.243  -3.275  -2.534  0.102
H  4.600  -1.096  -1.418  0.100
H  2.734  0.388  -0.959  0.074
C  -2.388  1.975  -4.873  -0.184
C  -2.148  3.219  -4.023  -0.433
P  -2.204  2.950  -2.191  0.916
C  -4.048  2.941  -2.007  -0.415
C  -4.584  3.531  -0.703  -0.153
C  -1.741  4.638  -1.605  -0.399
C  -2.317  5.834  -2.360  -0.154
H  -2.361  2.238  -5.933  0.066
H  -3.361  1.529  -4.658  0.050
H  -1.635  1.210  -4.691  0.015
H  -2.901  3.974  -4.264  0.064
H  -1.169  3.650  -4.254  0.060
H  -4.339  1.890  -2.075  0.023
H  -4.497  3.450  -2.865  0.071
H  -4.059  3.137  0.164  0.038
H  -5.643  3.294  -0.585  0.069
H  -4.484  4.617  -0.680  0.061
H  -0.649  4.664  -1.608  0.066
H  -2.039  4.679  -0.555  0.057
H  -1.889  5.924  -3.359  0.060
H  -2.101  6.762  -1.826  0.067
H  -3.402  5.762  -2.469  0.060
C  2.702  -3.904  1.529  -0.434
Te  2.061  -1.872  1.645  1.417
C  2.638  -2.008  3.704  -0.448
C  3.447  -3.275  3.844  -0.287
C  4.161  -3.550  5.009  -0.053
C  4.904  -4.712  5.133  -0.103
C  4.936  -5.623  4.084  -0.102
C  4.225  -5.361  2.926  -0.051
C  3.479  -4.191  2.792  -0.284
H  3.322  -4.032  0.642  0.047
H  1.843  -4.568  1.434  0.054
H  1.766  -2.032  4.360  0.041
H  3.228  -1.132  3.969  0.049
H  4.134  -2.836  5.825  0.110
H  5.458  -4.907  6.043  0.094
H  5.516  -6.533  4.170  0.094
H  4.246  -6.069  2.105  0.111
O  0.787  2.437  -1.481  -0.685
S  1.074  2.150  -2.987  0.794
N  0.275  0.890  -3.252  -0.475

Orbital gap (spin up / spin down) (eV): 6.58 / 6.80
Net charge: -1
<S²>: 2.026
Multiplicity: 3
F_max (eV Å⁻¹): 1.6

# 4
C3H3F4O3S as an isolated structure at a distorted geometry. Source: the Open Molecules 2025 dataset; level of theory: the ωB97M-V functional and the def2-TZVPD basis.

Last column: natural (NBO) charge in e.
Geometry (Å):
C  1.689  0.290  -0.334  -0.242
C  -0.073  -1.341  -0.188  0.846
C  -1.376  -0.102  0.640  0.412
O  -0.125  2.233  0.638  -1.041
O  -1.237  1.586  -1.486  -1.019
O  0.983  -0.852  -0.861  -0.526
F  0.226  -2.272  0.819  -0.391
F  -0.773  -2.190  -0.977  -0.350
F  -2.526  -0.693  0.323  -0.349
F  -1.144  -0.267  1.968  -0.356
S  -1.386  1.774  -0.001  1.462
H  2.097  0.783  -1.182  0.184
H  2.553  0.159  0.467  0.143
H  1.094  0.891  0.174  0.227

Orbital gap (eV): 8.06
Net charge: -1
F_max (eV Å⁻¹): 4.4

no.,molar mass (g/mol)
1,1637.099
2,459.871
3,948.118
4,195.113